1.
DFT (wB97M-V/def2-TZVPD) results for a structure of composition C21H44BaBrCl2GeN3O6Si3 in a non-equilibrium geometry.

Structure (XYZ):
```
82
Properties=species:S:1:pos:R:3
Ba 0.97 -1.86 0.08
Br -0.31 -1.32 -2.42
Ge -0.91 1.35 -0.62
Cl 5.11 -3.51 -3.34
Cl 3.32 -1.15 -3.96
Si -0.12 2.68 -2.49
Si -3.31 1.08 -1.08
Si -0.87 2.94 1.37
O 1.95 -4.33 -2.29
O -1.03 -3.93 0.43
O -1.13 -0.89 2.34
O 2.96 -1.15 2.70
O 3.07 -2.44 -1.47
O 2.58 -4.85 1.00
N 5.91 2.92 -0.44
N 3.93 1.74 0.43
N 1.87 0.81 -0.54
C -4.09 2.69 -1.66
C -4.30 0.56 0.44
C -1.87 -3.53 1.53
C -1.86 4.53 1.19
C -2.16 -1.98 1.73
C 2.72 -3.34 -2.35
C 1.74 2.87 -2.57
C 3.42 -2.92 -3.64
C 1.25 -5.21 1.37
C -0.03 -1.17 3.23
C 3.44 -2.50 2.71
C -3.55 -0.21 -2.42
C 3.54 -3.67 1.42
C 0.92 3.43 1.69
C 2.91 1.23 -0.16
C 4.94 2.31 -0.14
C -0.67 1.88 -4.07
C -0.10 -5.14 0.43
C 1.54 -0.49 3.10
C -0.79 4.45 -2.43
C -1.59 2.12 2.92
H -1.15 1.13 3.05
H 2.16 3.27 -1.62
H 4.46 -4.26 1.59
H -2.94 4.28 1.16
H 4.50 -2.36 2.95
H -5.21 2.64 -1.71
H -5.29 1.08 0.45
H 2.03 3.58 -3.37
H -1.48 2.75 3.83
H -0.07 2.30 -4.92
H -1.41 -3.90 2.48
H -0.57 4.99 -3.38
H 1.56 0.32 2.36
H -4.47 -0.54 0.50
H 2.90 -3.05 3.49
H 2.23 1.89 -2.78
H 1.65 2.64 1.46
H -3.78 0.82 1.37
H 3.72 -3.16 0.47
H -2.67 1.95 2.76
H 0.93 -4.72 2.31
H -0.51 0.77 -4.04
H 1.32 -6.29 1.60
H 3.01 -3.42 -4.50
H 0.14 -2.27 3.28
H -0.33 -0.84 4.26
H -1.90 4.44 -2.30
H 1.80 -0.04 4.07
H -3.72 2.95 -2.67
H 0.23 -5.15 -0.62
H -3.06 -1.16 -2.16
H -1.65 5.19 2.06
H -0.69 -6.03 0.68
H -3.00 -1.80 2.41
H -3.05 0.18 -3.32
H 1.10 3.70 2.75
H -0.38 5.02 -1.57
H -3.82 3.52 -0.97
H -2.38 -1.46 0.79
H -2.84 -4.04 1.41
H -1.59 5.07 0.26
H 1.17 4.30 1.04
H -4.64 -0.38 -2.65
H -1.74 2.08 -4.27
```

Computed properties:
Spin multiplicity = 2
Energy = -215175.4072 eV
Frontier orbital gap (alpha / beta) = 5.505 / 6.565 eV
Charge = -1
ΔE to the lowest compared entry with this formula, charge and spin = 593.0 kJ/mol
HOMO level (alpha / beta) = -0.15491 / -0.19388 hartree

These are the Mulliken partial charges, in e, on atoms 1 to 6: atom 1 (Ba): 0.515, atom 2 (Br): -0.560, atom 3 (Ge): 0.574, atom 4 (Cl): -0.212, atom 5 (Cl): -0.116, atom 6 (Si): 0.292

2.
DFT (wB97M-V/def2-TZVPD) results for a structure of composition C21H44BaN9O2 in a non-equilibrium geometry.

Structure (XYZ):
```
77
Properties=species:S:1:pos:R:3
Ba -0.09 -0.63 0.22
O -0.27 -3.37 2.53
O -0.72 -2.83 0.48
N -0.87 -2.69 1.70
N 2.13 -1.50 1.73
N 1.81 -2.14 -1.21
N -2.50 0.69 2.73
N 0.73 1.64 1.70
N 1.24 1.22 -1.29
N -2.35 -2.62 4.06
N -2.68 -0.39 3.62
N -1.64 -1.61 2.03
C 3.26 -1.77 0.82
C 1.92 0.88 -2.57
C 2.10 2.03 -0.41
C 2.71 0.65 2.96
C -1.60 -1.52 -3.23
C 2.83 -2.71 -0.30
C -3.55 1.73 0.25
C 2.93 -0.26 -2.49
C -2.63 -0.22 -1.23
C 2.51 -0.86 3.01
C -2.18 -1.58 3.28
C -3.51 -1.36 -0.75
C 1.45 1.52 2.98
C -1.95 1.90 -1.77
C -0.87 1.53 -4.06
C 2.34 -1.67 -2.51
C -1.48 1.06 -2.75
C -2.68 1.11 -0.82
C -1.81 3.41 -1.75
C -1.83 -0.28 -2.40
C 1.32 2.63 0.75
H 2.43 -3.62 0.15
H -2.17 3.85 -0.82
H 1.99 3.31 1.27
H -0.06 2.25 -3.95
H 1.74 -2.41 1.97
H -0.22 1.92 1.91
H -2.59 1.54 3.28
H 2.40 1.77 -2.98
H -4.24 2.49 -0.15
H -4.46 -1.44 -1.29
H 0.40 1.77 -1.53
H -0.77 3.76 -1.87
H 0.51 3.24 0.33
H 1.72 2.52 3.34
H 3.09 -2.38 -2.87
H -1.84 -3.47 3.89
H 3.42 -1.33 3.40
H -1.61 2.03 -4.70
H 4.08 -2.26 1.37
H 1.14 0.59 -3.25
H 2.58 2.85 -0.97
H 3.62 -0.13 -1.65
H -0.48 0.70 -4.66
H 1.72 -1.08 3.74
H -3.43 -0.34 4.29
H -2.72 -2.49 4.99
H 3.72 -3.00 -0.87
H -3.00 2.27 1.04
H -1.47 -2.43 -2.63
H -4.20 0.99 0.73
H 1.13 -2.88 -1.41
H -2.36 3.90 -2.56
H -0.71 -1.44 -3.86
H 3.56 -0.17 -3.38
H -3.79 -1.27 0.31
H -2.42 -1.76 -3.92
H -3.23 0.67 2.02
H -3.03 -2.34 -0.85
H 2.91 1.40 -0.03
H 3.65 -0.83 0.42
H 3.29 0.92 3.84
H 1.52 -1.69 -3.23
H 0.75 1.10 3.71
H 3.35 0.93 2.11
```

Computed properties:
Spin multiplicity = 1
Energy = -40682.9170 eV
Frontier orbital gap = 4.876 eV
Charge = +1
ΔE to the lowest compared entry with this formula, charge and spin = 219.7 kJ/mol
HOMO level = -0.31415 hartree

These are the Mulliken partial charges, in e, on atoms 1 to 6: atom 1 (Ba): 1.252, atom 2 (O): -0.772, atom 3 (O): -0.520, atom 4 (N): 0.561, atom 5 (N): 0.326, atom 6 (N): 0.207

3.
DFT (wB97M-V/def2-TZVPD) results for a cluster of 3 separate species, C21H44FIN4O5P in total in a non-equilibrium geometry.

Structure (XYZ):
```
77
Properties=species:S:1:pos:R:3
I -5.67 0.54 -1.02
P -0.19 -0.25 0.92
F -1.10 3.70 0.06
O 6.98 -3.43 -1.38
O 3.69 0.36 2.01
O -6.66 2.40 1.62
O 0.42 -0.63 -0.54
O -8.26 3.91 1.47
N -2.75 -0.02 1.77
N 8.63 -2.15 -2.25
N 4.54 -1.62 1.27
N -2.14 -0.60 -1.85
C -3.76 -1.63 -0.19
C 8.87 -3.10 -3.33
C -5.26 2.33 1.90
C 9.44 -0.95 -2.17
C -1.80 -1.75 -2.70
C 3.61 -0.66 1.34
C 4.37 -2.81 0.45
C -7.15 3.58 1.15
C -4.82 -0.75 0.47
C -4.99 0.96 2.53
C -6.30 4.40 0.22
C -1.84 2.90 2.16
C 7.68 -2.43 -1.35
C -2.01 0.22 0.49
C 5.76 -1.46 2.05
C -2.10 2.91 0.65
C -1.92 -1.37 -4.17
C -2.37 -0.98 -0.45
C -4.28 -0.17 1.78
C -2.15 1.60 -0.16
C 0.74 1.24 1.36
H -2.52 0.66 2.49
H 3.40 -2.77 -0.04
H -3.05 1.62 -0.78
H -2.77 3.00 2.73
H -2.45 -2.61 -2.50
H 9.67 -2.72 -3.97
H -0.76 -2.03 -2.48
H 10.50 -1.20 -2.07
H -4.15 -1.93 -1.17
H 4.41 -3.70 1.08
H 7.96 -3.22 -3.93
H 2.72 -0.87 0.72
H -4.43 1.11 3.45
H 0.45 2.18 0.89
H 1.78 1.04 1.08
H -4.41 -1.00 2.48
H -1.91 -2.26 -4.80
H 5.53 -1.38 3.11
H -5.64 -1.39 0.77
H -5.95 0.55 2.85
H 9.14 -0.36 -1.31
H -1.27 2.06 2.54
H -1.35 1.66 -0.90
H 0.18 -0.01 -1.25
H 9.31 -0.34 -3.07
H -1.25 3.79 2.39
H 9.14 -4.07 -2.94
H -2.35 -0.90 2.12
H 6.28 -0.54 1.75
H -3.66 -2.55 0.39
H -6.97 4.81 -0.54
H -2.99 -0.19 -2.22
H -1.66 -1.79 -0.26
H 5.16 -2.88 -0.31
H 7.58 -1.66 -0.57
H 6.40 -2.32 1.88
H -1.10 -0.71 -4.47
H -5.02 3.11 2.63
H -4.68 2.51 1.00
H -5.86 5.23 0.78
H 0.76 1.36 2.44
H -5.51 3.83 -0.26
H -2.86 -0.85 -4.35
H -3.02 3.46 0.47
```

Computed properties:
Spin multiplicity = 1
Energy = -58789.1656 eV
Frontier orbital gap = 8.194 eV
Charge = +1
HOMO level = -0.40293 hartree

These are the Mulliken partial charges, in e, on atoms 1 to 6: atom 1 (I): 0.105, atom 2 (P): -0.053, atom 3 (F): -0.419, atom 4 (O): -0.682, atom 5 (O): -0.653, atom 6 (O): -0.302

> What is the formula in the first record?

C21H44BaBrCl2GeN3O6Si3